# C2H4O2S2

An isolated molecule of C2H4O2S2 at a distorted geometry (ωB97M-V/def2-TZVPD, the OMol25 dataset).

Structure (XYZ):
```
10
Properties=species:S:1:pos:R:3
O 2.12396 -0.89904 0.14830
C 1.65458 0.14254 0.40569
O 2.43218 1.21833 0.39592
C 0.24750 0.53726 0.85178
S -0.90519 0.61942 -0.71523
S -2.83205 1.31239 -0.20579
H 3.36744 0.93068 0.13187
H 0.16507 1.63581 1.01266
H -0.29132 -0.11988 1.52835
H -2.24369 2.60567 0.14731
```

Results
- Energy above the lowest of the compared OMol25 structures with the same formula, charge and spin: 58.8 kJ/mol
- F_max: 0.0662 Eh/bohr
- Total charge: 0
- HOMO: -9.15 eV
- Electronic energy: -27903.7269 eV



# C3H8O3

A 2-piece molecular cluster, C3H8O3 overall at a distorted geometry (ωB97M-V/def2-TZVPD, the OMol25 dataset).

Structure (XYZ):
```
14
Properties=species:S:1:pos:R:3
C -1.06814 -0.58327 -1.18090
O -1.25943 -0.05430 0.08979
C -2.33066 -0.21524 -2.08376
H -0.08139 -0.33140 -1.56205
H -1.04983 -1.67496 -1.11724
H -0.66729 0.75169 0.11950
H -2.21691 0.77242 -2.53189
H -2.36748 -1.00502 -2.83512
H -3.24615 -0.17777 -1.50907
O 1.20079 0.87342 0.23466
C 1.57770 -0.02650 0.94615
O 2.13007 0.17740 2.11557
H 1.22193 -1.06257 0.82374
H 1.97387 -0.57804 2.71330
```

Results
- Energy above the lowest of the compared OMol25 structures with the same formula, charge and spin: 6.9 kJ/mol
- F_max: 0.0424 Eh/bohr
- Total charge: +1
- HOMO (spin up / spin down): -15.64 / -15.61 eV
- Electronic energy: -9372.6261 eV
- Multiplicity: 2



# CH3N2OS

An isolated ion of composition CH3N2OS and charge -1 at a distorted geometry (ωB97M-V/def2-TZVPD, the OMol25 dataset).

Structure (XYZ):
```
8
Properties=species:S:1:pos:R:3
C 0.39258 0.58551 -0.03342
N -0.67597 -0.34463 -0.07011
N -0.40067 -1.64782 -0.01686
O 0.80963 -2.01445 0.06129
S -2.19218 1.02507 -0.02039
H 0.26198 1.48654 0.58663
H 1.08695 0.03985 0.52879
H 0.71768 0.86994 -1.03593
```

Results
- Energy above the lowest of the compared OMol25 structures with the same formula, charge and spin: 29.7 kJ/mol
- F_max: 0.0656 Eh/bohr
- Total charge: -1
- HOMO (spin up / spin down): -1.92 / -3.50 eV
- Electronic energy: -16944.1746 eV
- Multiplicity: 3



# C4H10O2

An isolated molecule of C4H10O2 (ωB97M-V/def2-TZVPD, the OMol25 dataset).

Structure (XYZ):
```
16
Properties=species:S:1:pos:R:3
C 2.38866 -0.23178 -0.12033
O 1.29140 -0.79044 -0.80375
C -0.01123 -0.27711 -0.88055
C -0.71932 0.08715 0.43070
C -1.99079 0.89795 0.21091
O -1.11587 -1.02742 1.21499
H 3.01006 -1.12791 -0.03304
H 2.91825 0.56623 -0.68089
H 2.18280 0.13526 0.88724
H -0.48530 -1.14352 -1.35502
H -0.08989 0.60620 -1.53597
H -0.01900 0.72037 0.98701
H -2.35219 1.21020 1.19506
H -2.77341 0.29736 -0.26555
H -1.79724 1.78540 -0.40181
H -0.43693 -1.70794 1.15099
```

Results
- Energy above the lowest of the compared OMol25 structures with the same formula, charge and spin: 141.8 kJ/mol
- F_max: 0.0156 Eh/bohr
- Total charge: 0
- HOMO: -9.75 eV
- Electronic energy: -8404.0776 eV



# C6H8GaLiO6

C6H8GaLiO6 as an isolated structure at a distorted geometry (ωB97M-V/def2-TZVPD, the OMol25 dataset).

Structure (XYZ):
```
22
Properties=species:S:1:pos:R:3
O 1.51145 1.63945 -1.01284
C 0.44319 0.81012 -1.18592
C 2.72721 0.89534 -0.79785
O 0.28815 0.15137 0.07890
O 1.27431 -0.36550 -2.12087
C 2.62692 -0.31278 -1.73935
H 2.78545 0.56401 0.24755
H 3.56032 1.56079 -1.05382
H 2.99341 -1.21377 -1.21791
H 3.24804 -0.15954 -2.63751
O -1.88403 0.71744 0.62921
C -0.98942 -0.31839 0.36505
C -1.61926 1.16911 1.94475
O -1.45348 -1.18998 -0.51853
O -0.87929 -1.00724 1.63800
C -1.27091 -0.12632 2.69295
H -2.51600 1.66246 2.33218
H -0.77724 1.87705 1.94711
H -2.13695 -0.55924 3.20857
H -0.44082 0.00150 3.39721
Li -0.50545 -1.01548 -2.15755
Ga -1.64371 -2.51235 0.66098
```

Results
- Energy above the lowest of the compared OMol25 structures with the same formula, charge and spin: 92.6 kJ/mol
- F_max: 0.1417 Eh/bohr
- Total charge: +1
- HOMO (spin up / spin down): -11.99 / -11.97 eV
- Electronic energy: -71208.6321 eV
- Multiplicity: 2



# C12H16B5Ca2F20O12

C12H16B5Ca2F20O12 as an isolated structure at a distorted geometry (ωB97M-V/def2-TZVPD, the OMol25 dataset).

Structure (XYZ):
```
67
Properties=species:S:1:pos:R:3
Ca 0.85180 2.16612 0.03167
Ca 1.85333 -1.03702 -4.48846
B 0.80673 1.54407 2.88388
F 1.42392 2.62456 2.17692
F 0.55068 1.84195 4.21601
F -0.37040 1.21651 2.18478
F 1.70535 0.49295 2.81214
B 3.31826 -4.10889 -3.22312
F 2.86070 -4.82999 -4.34440
F 4.67494 -3.87355 -3.29492
F 2.66851 -2.80084 -3.32374
F 2.90883 -4.71060 -2.05566
B 4.35670 2.59874 0.54015
F 4.72439 2.60875 1.87192
F 4.08443 3.91621 0.09610
F 5.34482 2.01576 -0.25579
F 3.13809 1.85408 0.36788
B 0.03304 -0.22015 -1.40012
F -0.97762 -1.09078 -1.10170
F 0.83776 -0.75411 -2.44689
F -0.43377 1.05344 -1.75070
F 0.84128 -0.00693 -0.23509
B 3.12265 1.31115 -2.72282
F 2.08647 2.02031 -2.06196
F 4.23453 2.04619 -2.97264
F 3.43007 0.13007 -2.08044
F 2.52742 0.96537 -4.03830
C -4.35235 4.51463 0.11452
C -4.06211 4.29985 1.61782
O -3.03706 3.31466 1.62441
C -2.50744 3.23204 0.40013
O -1.47482 2.67881 0.14957
O -3.27020 3.81562 -0.51759
H -4.32048 5.55403 -0.19105
H -5.30452 4.05472 -0.14226
H -4.93399 3.96433 2.17023
H -3.71648 5.22448 2.08122
C 4.39522 -2.38559 0.53088
C 2.86550 -2.43917 0.59831
O 2.52097 -2.03714 1.91907
C 3.66741 -1.68671 2.58498
O 3.70806 -1.35282 3.71587
O 4.73728 -1.74973 1.76173
H 4.70592 -1.76039 -0.30566
H 4.91607 -3.33776 0.44207
H 2.48318 -3.43426 0.37937
H 2.46612 -1.69102 -0.08600
C -2.21625 -2.98935 0.83872
C -0.91615 -2.51154 1.49131
O -0.39805 -3.77081 1.94800
C -1.43232 -4.56909 2.27130
O -1.38992 -5.57335 2.89396
O -2.56391 -4.09504 1.66474
H -2.07417 -3.20536 -0.22199
H -3.03344 -2.27308 0.92647
H -1.14198 -1.73078 2.22100
H -0.13928 -2.13130 0.84256
C -3.63887 0.21322 -1.17339
C -4.64312 0.33926 -0.02054
O -5.56994 1.34949 -0.45501
C -5.28176 1.70024 -1.73218
O -5.89767 2.49780 -2.36010
O -4.19655 1.04859 -2.18915
H -3.51123 -0.81950 -1.48170
H -2.68997 0.61729 -0.84665
H -4.17008 0.71401 0.88961
H -5.18452 -0.56263 0.26072
```

Results
- Energy above the lowest of the compared OMol25 structures with the same formula, charge and spin: 0.0 kJ/mol
- F_max: 0.0481 Eh/bohr
- Total charge: -1
- HOMO: -7.55 eV
- Electronic energy: -131924.4697 eV



# C16H48O16

A 8-piece molecular cluster, C16H48O16 overall at a distorted geometry (ωB97M-V/def2-TZVPD, the OMol25 dataset).

Structure (XYZ):
```
80
Properties=species:S:1:pos:R:3
O -16.89700 -5.43006 -22.23058
C -15.97425 -4.44929 -22.64719
C -16.43355 -3.71965 -23.88721
O -15.47202 -2.69421 -24.18404
H -17.62638 -4.98288 -21.79091
H -15.74100 -3.70784 -21.87794
H -15.05470 -4.97401 -22.91725
H -17.40422 -3.22391 -23.71263
H -16.60556 -4.39277 -24.73272
H -15.69579 -2.39877 -25.08655
O -12.03982 -3.20180 -27.38098
C -12.10141 -2.89607 -25.99983
C -12.79849 -3.99846 -25.20963
O -12.84170 -3.69450 -23.84566
H -11.31030 -3.80909 -27.52798
H -11.10445 -2.71457 -25.58379
H -12.65871 -1.96576 -25.85206
H -12.24593 -4.93159 -25.38253
H -13.79604 -4.14186 -25.64188
H -13.72236 -3.33310 -23.67177
O -13.91009 4.55250 -33.32777
C -12.81478 4.18705 -32.50600
C -12.76360 2.67919 -32.33844
O -13.41650 2.28744 -31.11691
H -14.23163 5.41541 -33.05637
H -11.86563 4.48048 -32.96754
H -12.87930 4.65240 -31.51932
H -11.71043 2.38679 -32.27970
H -13.21412 2.20196 -33.21165
H -13.31803 1.33394 -31.03841
O -16.02390 -1.99389 -26.77434
C -15.07091 -1.62675 -27.75580
C -14.77085 -0.14805 -27.65432
O -16.00263 0.51543 -27.91948
H -16.84302 -1.49838 -26.88504
H -14.16744 -2.21064 -27.58097
H -15.43226 -1.85992 -28.76252
H -13.99863 0.15809 -28.36550
H -14.46088 0.06793 -26.62444
H -15.83614 1.46174 -28.04556
O -20.34214 -4.30219 -28.44694
C -19.23548 -5.08580 -28.87939
C -17.94620 -4.27566 -28.91425
O -16.83838 -5.06815 -29.29764
H -20.15150 -4.00282 -27.55258
H -19.12018 -5.95381 -28.21091
H -19.46734 -5.48627 -29.86335
H -17.80553 -3.72455 -27.97520
H -18.06661 -3.50461 -29.67823
H -16.63816 -5.68712 -28.58884
O -15.65422 2.84077 -29.48200
C -16.84873 2.83787 -30.25761
C -16.76404 3.65123 -31.50550
O -16.80265 5.03389 -31.14577
H -14.86400 2.82144 -30.03754
H -17.13297 1.80566 -30.50698
H -17.63993 3.21825 -29.61052
H -17.61356 3.43643 -32.16399
H -15.85130 3.42026 -32.06527
H -16.46480 5.56537 -31.87043
O -19.84832 0.59053 -31.13675
C -20.05858 -0.31417 -30.07310
C -18.90680 -0.30652 -29.10433
O -17.78196 -0.90769 -29.73739
H -19.29470 0.15134 -31.78773
H -20.99214 -0.07777 -29.56259
H -20.17431 -1.34249 -30.44551
H -19.16951 -0.84029 -28.17949
H -18.70004 0.73132 -28.81801
H -16.98847 -0.48430 -29.38498
O -15.99595 1.89243 -24.33619
C -16.33864 0.53866 -24.04873
C -17.27876 0.43417 -22.87460
O -18.56501 0.90974 -23.26491
H -15.13608 2.07230 -23.94858
H -16.87057 0.17679 -24.93091
H -15.46485 -0.07394 -23.82272
H -16.89689 0.98121 -22.00604
H -17.37295 -0.62133 -22.57461
H -19.05940 1.15594 -22.47903
```

Results
- Energy above the lowest of the compared OMol25 structures with the same formula, charge and spin: 49.9 kJ/mol
- F_max: 0.0217 Eh/bohr
- Total charge: 0
- HOMO: -9.83 eV
- Electronic energy: -50126.7477 eV



# C8H11BrO

An isolated molecule of C8H11BrO at a distorted geometry (ωB97M-V/def2-TZVPD, the OMol25 dataset).

Structure (XYZ):
```
21
Properties=species:S:1:pos:R:3
C 0.36270 2.52221 -0.87210
C 0.16994 1.21523 -0.83657
C -0.23248 0.48540 0.41883
O -0.21758 1.13253 1.62974
C -1.88580 -0.05088 0.28877
C -3.07911 0.06868 0.18579
Br -4.86362 -0.07306 -0.22989
C 0.43968 -0.90373 0.52622
C 2.00121 -0.85465 0.55728
C -0.07475 -1.88950 -0.46705
H 0.55886 3.13932 -1.78040
H 0.46446 3.21116 -0.03844
H 0.41714 0.59729 -1.61618
H -0.47674 2.00837 1.40998
H 0.12632 -1.36639 1.49335
H 2.36760 -1.84538 0.47521
H 2.08996 -0.44907 -0.42198
H 2.33880 -0.41171 1.38041
H 0.50661 -1.74925 -1.30359
H -1.07383 -1.88116 -0.60551
H 0.06065 -2.90543 -0.19387
```

Results
- Energy above the lowest of the compared OMol25 structures with the same formula, charge and spin: 354.8 kJ/mol
- F_max: 0.1089 Eh/bohr
- Total charge: 0
- HOMO: -9.45 eV
- Electronic energy: -80559.2640 eV



Which value of electronic energy does entry 2 give? -9372.6261 eV



What is the F_max in the first record? 0.0662 Eh/bohr